# 1
ORCA calculation (ωB97M-V/def2-TZVPD) on one molecule with the formula C2H6N2 in a non-equilibrium geometry.

Values from the calculation:
* SMILES: C/N=C/N
* relative energy (zero: lowest compared OMol25 entry of this formula, charge and spin): 81.3 kcal/mol
* spin multiplicity: 1
* Kohn-Sham gap: 10.95 eV
* HOMO: -9.74 eV

Last column: Mulliken charge in e.
CARTESIAN COORDINATES (ANGSTROEM)
N1 -0.5423 0.6803 -0.1237  -0.43
N2 2.3051 0.0067 -0.0560  -0.53
C1 -1.7655 -0.0440 0.0106  -0.64
C2 0.5374 -0.0033 -0.0349  0.09
H1 0.4335 -1.1057 0.0785  0.19
H2 -2.4006 -0.1234 -0.8634  0.24
H3 2.5767 0.2562 -1.0569  0.24
H4 -2.1703 0.7034 0.6719  0.26
H5 -1.5992 -0.9524 0.6539  0.35
H6 2.6252 0.5822 0.7200  0.23

Cartesian forces (eV/Å) of the 3 atoms listed first:
5.05 0.19 -1.53
-4.12 0.43 -1.49
0.14 0.15 2.43

=====

# 2
ORCA calculation (ωB97M-V/def2-TZVPD) on one molecule with the formula C2H6N2 in a non-equilibrium geometry.

Values from the calculation:
* SMILES: C=NNC
* relative energy (zero: lowest compared OMol25 entry of this formula, charge and spin): 77.3 kcal/mol
* spin multiplicity: 1
* Kohn-Sham gap: 9.49 eV
* HOMO: -8.39 eV

Last column: Mulliken charge in e.
CARTESIAN COORDINATES (ANGSTROEM)
N1 -0.1406 0.0087 0.7611  -0.43
N2 0.0337 -0.0546 -0.6005  -0.12
C1 -1.3422 -0.2582 1.1516  -0.32
C2 1.3633 0.1771 -1.0440  -0.62
H1 1.4599 0.7654 -2.1606  0.24
H2 -1.5482 0.0083 2.2113  0.22
H3 1.8276 0.8499 -0.1895  0.28
H4 -0.7785 0.4249 -1.2483  0.31
H5 1.9827 -0.7857 -1.0488  0.19
H6 -2.3217 -0.4554 0.6667  0.26

Cartesian forces (eV/Å) of the 3 atoms listed first:
-2.14 -0.51 -1.04
-3.22 1.03 -2.60
-0.14 1.50 2.07

=====

# 3
ORCA calculation (ωB97M-V/def2-TZVPD) on one molecule with the formula C2H6N2 in a non-equilibrium geometry.

Values from the calculation:
* SMILES: C/N=C\N
* relative energy (zero: lowest compared OMol25 entry of this formula, charge and spin): 24.5 kcal/mol
* spin multiplicity: 1
* Kohn-Sham gap: 10.35 eV
* HOMO: -9.32 eV

Last column: Mulliken charge in e.
CARTESIAN COORDINATES (ANGSTROEM)
N1 -0.4773 -1.0477 -0.9545  -0.46
N2 -0.5180 0.9509 0.3769  -0.45
C1 -0.9675 0.1909 -0.5246  0.14
C2 0.7392 0.5490 1.0653  -0.84
H1 -1.8653 0.4679 -1.0784  0.33
H2 1.2442 1.4697 1.3368  0.28
H3 0.5506 -0.1647 1.8601  0.29
H4 -0.4593 -1.2700 -1.9190  0.22
H5 0.3780 -1.2630 -0.4427  0.22
H6 1.3754 0.1169 0.2801  0.27

Cartesian forces (eV/Å) of the 3 atoms listed first:
0.74 0.55 2.18
0.23 -0.16 0.82
-0.28 -0.46 -1.06

=====

# 4
ORCA calculation (ωB97M-V/def2-TZVPD) on an isolated ion of composition C2H6N2 and charge +1 in a non-equilibrium geometry.

Values from the calculation:
* net charge: +1
* relative energy (zero: lowest compared OMol25 entry of this formula, charge and spin): 0.0 kcal/mol
* spin multiplicity: 2
* Kohn-Sham gap (spin up / spin down): 10.53 / 8.21 eV
* HOMO (spin up / spin down): -14.65 / -15.47 eV

Last column: Mulliken charge in e.
CARTESIAN COORDINATES (ANGSTROEM)
N1 -0.5259 -0.2446 1.6722  -0.31
N2 0.6594 0.0281 -1.7714  -0.44
C1 -0.1540 -0.1838 -0.6886  -0.28
C2 -0.0103 0.3197 0.6049  0.19
H1 -0.7784 0.4080 2.4081  0.30
H2 -1.1910 -1.0033 1.5566  0.28
H3 1.4777 -0.5839 -1.7967  0.30
H4 0.4545 1.2791 0.8055  0.35
H5 -0.8619 -1.0082 -0.8292  0.31
H6 0.9299 0.9889 -1.9614  0.29

Cartesian forces (eV/Å) of the 3 atoms listed first:
-1.38 0.48 -0.22
0.23 1.01 0.40
0.11 -1.59 -0.28

=====

# 5
ORCA calculation (ωB97M-V/def2-TZVPD) on an isolated ion of composition C2H6N2O and charge -1 in a non-equilibrium geometry.

Values from the calculation:
* net charge: -1
* relative energy (zero: lowest compared OMol25 entry of this formula, charge and spin): 31.9 kcal/mol
* spin multiplicity: 2
* Kohn-Sham gap (spin up / spin down): 2.14 / 9.45 eV
* HOMO (spin up / spin down): 1.89 / -5.20 eV

Last column: Mulliken charge in e.
CARTESIAN COORDINATES (ANGSTROEM)
O1 -1.2827 0.6509 -1.7126  -0.71
N1 -0.0522 0.8508 0.2915  -0.48
N2 0.1709 -1.6295 0.6847  -2.36
C1 0.7775 -0.4812 0.0593  -0.75
C2 -0.9321 1.2520 -0.7345  -0.54
H1 -0.7719 -1.7050 0.2485  0.74
H2 -0.0104 -1.6470 1.6567  1.09
H3 1.8850 -0.2215 0.2192  0.32
H4 -1.3203 2.2600 -0.4432  0.79
H5 0.9634 -0.8635 -1.0164  0.35
H6 0.5729 1.5339 0.7467  0.55

Cartesian forces (eV/Å) of the 3 atoms listed first:
-0.29 -1.12 -0.79
1.49 -2.73 -1.87
-0.36 -0.19 -1.70

=====

# 6
ORCA calculation (ωB97M-V/def2-TZVPD) on one molecule with the formula C2H6N2O in a non-equilibrium geometry.

Values from the calculation:
* SMILES: CNNC=O
* relative energy (zero: lowest compared OMol25 entry of this formula, charge and spin): 50.9 kcal/mol
* spin multiplicity: 1
* Kohn-Sham gap: 10.35 eV
* HOMO: -9.41 eV

Last column: Mulliken charge in e.
CARTESIAN COORDINATES (ANGSTROEM)
O1 2.9254 0.6936 -0.0917  -0.60
N1 -0.5387 0.1375 -0.4570  -0.44
N2 0.6323 0.5868 -0.0326  -0.07
C1 -1.4143 -0.5931 0.4553  -0.68
C2 1.8656 0.0668 -0.3479  0.13
H1 0.7140 1.5418 0.4978  0.28
H2 -0.8372 -1.3736 0.9425  0.27
H3 -2.1662 -1.0647 -0.2154  0.27
H4 -1.1009 0.7958 -1.0618  0.24
H5 1.8101 -0.9048 -0.8667  0.33
H6 -1.8901 0.1138 1.1774  0.27

Cartesian forces (eV/Å) of the 3 atoms listed first:
-2.82 -2.02 -0.54
-2.62 -0.62 -2.14
2.51 3.36 2.20

=====

# 7
ORCA calculation (ωB97M-V/def2-TZVPD) on one molecule with the formula C2H6N2O in a non-equilibrium geometry.

Values from the calculation:
* SMILES: CNNC=O
* relative energy (zero: lowest compared OMol25 entry of this formula, charge and spin): 49.3 kcal/mol
* spin multiplicity: 1
* Kohn-Sham gap: 10.74 eV
* HOMO: -9.83 eV

Last column: Mulliken charge in e.
CARTESIAN COORDINATES (ANGSTROEM)
O1 2.2566 -0.3720 -0.0064  -0.59
N1 0.0963 0.1401 0.4694  -0.08
N2 -1.0674 0.6346 -0.0203  -0.44
C1 -1.9658 -0.5249 -0.2027  -0.74
C2 1.2051 0.2187 -0.3005  0.14
H1 -3.0081 -0.2275 -0.3611  0.32
H2 -1.5598 -0.8864 -1.1159  0.28
H3 1.1680 0.9732 -1.1792  0.29
H4 -1.5277 1.3060 0.6753  0.24
H5 0.1755 -0.5016 1.2815  0.29
H6 -1.9389 -1.2734 0.6255  0.28

Cartesian forces (eV/Å) of the 3 atoms listed first:
-1.88 0.93 -0.65
1.98 -0.22 0.54
-3.12 1.06 2.04

=====

# 8
ORCA calculation (ωB97M-V/def2-TZVPD) on a 2-piece molecular cluster, C2H6N2O overall in a non-equilibrium geometry.

Values from the calculation:
* SMILES: [H]/N=C/N.C=O
* relative energy (zero: lowest compared OMol25 entry of this formula, charge and spin): 66.9 kcal/mol
* spin multiplicity: 1
* Kohn-Sham gap: 9.87 eV
* HOMO: -9.33 eV

Last column: Mulliken charge in e.
CARTESIAN COORDINATES (ANGSTROEM)
O1 -2.1848 -1.0235 -1.3330  -0.47
N1 1.0051 -0.8481 -0.2443  -0.31
N2 0.4765 1.0686 1.1358  -0.59
C1 1.3175 0.1569 0.6613  0.11
C2 -2.0262 -0.0253 -0.5662  -0.25
H1 0.9740 1.4773 1.9779  0.23
H2 -1.5793 -0.1073 0.3821  0.39
H3 1.7276 -1.1247 -0.9109  0.23
H4 -2.1064 0.9608 -1.0189  0.24
H5 2.3188 0.4756 0.4660  0.28
H6 0.0771 -1.0103 -0.5498  0.15

Cartesian forces (eV/Å) of the 3 atoms listed first:
0.31 3.02 2.82
1.17 0.67 0.73
1.56 -2.76 1.54

=====

# 9
ORCA calculation (ωB97M-V/def2-TZVPD) on a 2-piece molecular cluster, C2H6N2O overall in a non-equilibrium geometry.

Values from the calculation:
* relative energy (zero: lowest compared OMol25 entry of this formula, charge and spin): 150.8 kcal/mol
* spin multiplicity: 1
* Kohn-Sham gap (spin up / spin down): 7.31 / 7.29 eV
* HOMO (spin up / spin down): -8.58 / -8.58 eV

Last column: Mulliken charge in e.
CARTESIAN COORDINATES (ANGSTROEM)
O1 0.1360 0.3743 -1.6895  -0.24
N1 0.2854 1.2778 -0.8104  -0.27
N2 -1.3190 -0.7513 -0.8933  -0.49
C1 0.7833 -0.2574 1.0739  -0.83
C2 0.2430 1.0077 0.4612  0.08
H1 1.1327 -0.9626 0.3231  0.28
H2 1.6157 0.0046 1.7337  0.32
H3 -0.9411 -1.5170 -1.4562  0.26
H4 -2.0002 -0.2981 -1.5075  0.27
H5 -0.0123 -0.7390 1.6448  0.25
H6 0.0766 1.8610 1.1202  0.37

Cartesian forces (eV/Å) of the 3 atoms listed first:
-1.97 -2.75 0.34
-1.03 1.68 2.62
2.48 0.96 -1.45

=====

# 10
ORCA calculation (ωB97M-V/def2-TZVPD) on one molecule with the formula C2H6N2O in a non-equilibrium geometry.

Values from the calculation:
* SMILES: NCNC=O
* relative energy (zero: lowest compared OMol25 entry of this formula, charge and spin): 43.2 kcal/mol
* spin multiplicity: 1
* Kohn-Sham gap: 10.32 eV
* HOMO: -9.43 eV

Last column: Mulliken charge in e.
CARTESIAN COORDINATES (ANGSTROEM)
O1 -0.0994 -0.3665 -1.6479  -0.51
N1 0.1161 -0.8755 0.6655  -0.40
N2 -0.5020 1.5936 0.5732  -0.61
C1 -0.0347 -1.1095 -0.7163  -0.01
C2 0.5407 0.7047 0.9353  -0.34
H1 -1.4245 1.5034 1.0120  0.27
H2 0.7691 -1.5907 1.1650  0.28
H3 -0.6900 1.4082 -0.4429  0.30
H4 -0.2469 -2.1433 -0.9005  0.39
H5 1.4896 0.6644 0.3312  0.36
H6 0.5637 0.4916 2.0336  0.29

Cartesian forces (eV/Å) of the 3 atoms listed first:
0.17 1.90 -0.36
1.61 0.95 -1.01
-0.03 -0.19 -2.25

=====

What is the spin multiplicity in the tenth record? 1

=====

Look up the relative energy (zero: lowest compared OMol25 entry of this formula, charge and spin) of the eighth one. 66.9 kcal/mol